# 1
Below is a 2-piece molecular cluster, C9H14 overall at a distorted geometry, with properties calculated with wB97M-V/def2-TZVPD.

SMILES: Cc1ccccc1.CC
ΔE to the lowest compared entry with this formula, charge and spin: 5.3 kcal per mole

Geometry as ORCA input:
```
! wB97M-V def2-TZVPD RIJCOSX def2/J DEFGRID3
* xyz 0 1
C -0.72 1.85 2.63
C -0.03 0.59 0.58
C 0.34 1.20 1.78
C 0.91 -0.05 -0.21
C 2.20 -0.19 0.27
C 1.67 1.15 2.19
C 2.58 0.40 1.47
H -1.05 0.70 0.23
H 0.67 -0.49 -1.17
H -1.42 2.45 2.04
H -0.29 2.60 3.31
H 2.93 -0.77 -0.29
H 2.00 1.68 3.07
H 3.62 0.35 1.77
H -1.23 1.11 3.24
C -1.72 -0.84 -2.74
C -1.31 -2.28 -2.46
H -2.34 -0.37 -1.97
H -0.83 -0.22 -2.84
H -2.24 -0.79 -3.69
H -1.18 -2.51 -1.41
H -2.11 -2.99 -2.74
H -0.46 -2.58 -3.07
*
```

Here are the Mulliken charges for atoms 1 to 8, given in e: -1.36 -0.28 0.69 -0.10 -0.60 -0.51 -0.47 0.33

# 2
Below is a 5-piece molecular cluster, C39H52BF2N4O2Si overall at a distorted geometry, with properties calculated with wB97M-V/def2-TZVPD.

Geometry as ORCA input:
```
! wB97M-V def2-TZVPD RIJCOSX def2/J DEFGRID3
* xyz -1 1
C -0.67 0.90 0.59
C -0.75 0.42 2.13
C -1.68 1.45 2.94
C -2.31 0.88 4.30
C -1.32 0.00 5.20
C -1.30 -1.57 4.86
C 0.13 -2.28 5.20
O 0.67 -2.00 6.52
B 1.89 -1.11 6.45
O 1.91 -0.80 4.99
C 1.34 -1.83 4.19
C 2.31 -3.00 3.62
F 1.40 -3.94 2.96
F 2.96 -3.75 4.65
C 3.28 -2.45 2.48
C 4.84 -2.40 2.87
Si 5.40 -0.84 3.83
C 7.14 -0.36 3.09
C 4.30 0.71 3.57
C 5.77 -1.22 5.70
C 5.62 -2.65 6.30
C 5.85 -3.02 7.79
C 6.29 -1.89 8.75
C 6.50 -0.45 8.20
C 6.24 -0.10 6.70
H -1.46 0.29 0.01
H 0.37 0.74 0.14
H -0.92 2.02 0.55
H 0.34 0.43 2.52
H -1.13 -0.66 2.12
H -1.06 2.41 3.09
H -2.57 1.70 2.24
H -2.58 1.81 4.94
H -3.32 0.36 4.09
H -0.29 0.49 5.20
H -1.71 0.08 6.29
H -1.68 -1.85 3.82
H -2.04 -2.07 5.60
H -0.14 -3.40 5.28
H 2.82 -1.85 6.58
H 1.93 -0.18 7.19
H 0.76 -1.53 3.25
H 3.19 -3.18 1.59
H 2.87 -1.45 2.11
H 5.42 -2.40 1.87
H 5.21 -3.33 3.45
H 7.48 0.65 3.55
H 7.92 -1.17 3.29
H 7.06 -0.17 1.96
H 3.91 1.12 4.58
H 3.39 0.53 2.91
H 4.91 1.58 3.11
H 5.31 -3.50 5.60
H 5.67 -4.10 8.10
H 6.45 -2.15 9.85
H 6.85 0.35 8.93
H 6.40 0.97 6.35
N 1.05 1.65 -2.04
C 2.33 1.62 -2.45
C 3.01 2.73 -2.92
C 2.34 3.94 -2.99
C 1.02 4.00 -2.58
C 0.42 2.84 -2.11
H 2.81 0.65 -2.38
H 4.05 2.65 -3.24
H 2.84 4.83 -3.36
H 0.46 4.93 -2.62
H -0.61 2.84 -1.78
N 1.06 1.68 -6.15
C 0.48 1.31 -7.30
C -0.80 0.76 -7.38
C -1.51 0.59 -6.20
C -0.92 0.96 -5.00
C 0.35 1.50 -5.03
H 1.07 1.46 -8.20
H -1.22 0.48 -8.33
H -2.50 0.16 -6.22
H -1.45 0.84 -4.06
H 0.85 1.81 -4.11
N -5.15 2.82 -5.91
C -4.10 2.78 -6.74
C -4.18 2.35 -8.06
C -5.42 1.94 -8.54
C -6.52 1.97 -7.70
C -6.33 2.42 -6.40
H -3.16 3.11 -6.32
H -3.30 2.34 -8.69
H -5.52 1.60 -9.56
H -7.49 1.65 -8.04
H -7.17 2.46 -5.70
N -6.81 -2.02 -6.77
C -7.25 -1.04 -5.97
C -8.57 -0.89 -5.59
C -9.50 -1.81 -6.06
C -9.07 -2.84 -6.89
C -7.72 -2.90 -7.21
H -6.49 -0.34 -5.63
H -8.87 -0.08 -4.94
H -10.54 -1.73 -5.78
H -9.76 -3.57 -7.28
H -7.33 -3.68 -7.85
*
```

Here are the Mulliken charges for atoms 1 to 8, given in e: -0.98 1.07 -0.74 -0.84 -0.16 -0.76 -0.02 -0.70

# 3
Below is a 2-piece molecular cluster, C25H41FN3O6P2 overall at a distorted geometry, with properties calculated with wB97M-V/def2-TZVPD.

Geometry as ORCA input:
```
! wB97M-V def2-TZVPD RIJCOSX def2/J DEFGRID3
* xyz 1 1
C -3.08 5.29 0.53
C -2.80 4.65 -0.86
F -1.42 4.60 -1.03
C -3.44 3.22 -0.93
C -3.21 2.49 0.41
N -1.95 2.29 0.73
C -1.76 1.69 1.94
C -0.40 1.47 2.36
C 0.85 1.86 1.53
C 0.82 3.29 0.93
O 2.07 3.99 1.12
C 2.24 4.82 0.00
O 1.65 5.86 -0.01
C -0.16 0.86 3.57
C -1.25 0.45 4.42
P -0.90 -0.34 6.05
O -0.35 -1.70 5.80
C -2.53 0.64 3.99
C -2.85 1.28 2.74
N -4.17 1.43 2.43
C -4.29 2.06 1.27
P -6.03 2.38 0.72
O -6.28 3.82 0.82
O -6.30 1.80 -0.78
O -7.07 1.62 1.72
H -3.00 6.38 0.41
H -4.07 5.01 0.93
H -2.29 4.98 1.23
H -3.29 5.31 -1.60
H -2.99 2.67 -1.77
H -4.51 3.39 -1.15
H 1.05 1.07 0.78
H 1.72 1.83 2.21
H -0.06 3.87 1.26
H 0.68 3.18 -0.17
H 2.87 4.49 -0.85
H 0.87 0.67 3.91
H -2.10 -0.34 6.81
H 0.09 0.49 6.64
H -3.36 0.30 4.62
H -5.57 1.24 -1.08
H -7.78 1.32 1.13
C 0.12 -1.82 0.43
C 1.63 -1.87 0.65
C 2.45 -1.26 -0.50
C 2.31 -1.91 -1.87
N 2.87 -3.32 -2.03
C 3.64 -3.42 -3.34
C 4.99 -2.78 -3.04
C 5.29 -3.19 -1.60
C 3.97 -3.69 -1.02
C 1.77 -4.37 -1.97
C 0.95 -4.56 -3.25
C 0.01 -3.43 -3.67
H -0.19 -2.45 -0.40
H -0.39 -2.18 1.32
H -0.21 -0.80 0.24
H 1.93 -2.91 0.84
H 1.86 -1.31 1.56
H 3.50 -1.20 -0.21
H 2.13 -0.22 -0.61
H 2.82 -1.28 -2.60
H 1.27 -1.93 -2.15
H 3.76 -4.48 -3.57
H 3.09 -2.92 -4.13
H 4.93 -1.70 -3.12
H 5.76 -3.11 -3.74
H 5.69 -2.35 -1.03
H 6.03 -3.98 -1.56
H 3.74 -3.29 -0.04
H 3.99 -4.77 -0.95
H 1.13 -4.12 -1.12
H 2.25 -5.32 -1.76
H 0.33 -5.45 -3.07
H 1.59 -4.83 -4.09
H -0.61 -3.10 -2.84
H -0.65 -3.78 -4.46
H 0.56 -2.58 -4.07
*
```

Here are the Mulliken charges for atoms 1 to 8, given in e: -1.00 0.14 -0.30 -1.02 -0.41 -0.03 0.52 0.83

# 4
Below is a 3-piece molecular cluster, C2H13N2O2 overall at a distorted geometry, with properties calculated with wB97M-V/def2-TZVPD.

ΔE to the lowest compared entry with this formula, charge and spin: 15.2 kcal per mole

Geometry as ORCA input:
```
! wB97M-V def2-TZVPD RIJCOSX def2/J DEFGRID3
* xyz 1 1
N -0.23 -0.25 -0.09
C 0.67 -0.87 -1.13
C 2.12 -0.89 -0.62
N 2.23 -0.44 0.77
H -0.20 0.76 -0.23
H -1.22 -0.51 -0.08
H 0.21 -0.37 0.84
H 0.25 -1.83 -1.38
H 0.55 -0.18 -1.95
H 2.65 -1.83 -0.79
H 2.65 -0.14 -1.21
H 2.64 -1.17 1.33
H 2.76 0.41 0.81
H -3.11 -1.28 0.89
H -3.57 0.16 0.08
O -3.03 -0.61 0.21
H -0.94 3.49 0.17
H -0.65 2.47 1.30
O -1.07 2.58 0.45
*
```

Here are the Mulliken charges for atoms 1 to 8, given in e: -0.23 -0.64 -0.33 -0.58 0.33 0.32 0.42 0.35

# 5
Below is C19H32HfN3O2PSi as an isolated structure at a distorted geometry, with properties calculated with wB97M-V/def2-TZVPD.

Geometry as ORCA input:
```
! wB97M-V def2-TZVPD RIJCOSX def2/J DEFGRID3
* xyz 0 1
Hf 0.16 -0.29 0.00
Si -0.76 -1.24 -2.34
P 2.22 -1.96 -0.51
N 1.24 1.10 -0.91
H 0.52 -0.88 1.91
C 3.47 -2.23 0.79
H 4.23 -2.94 0.46
H 2.96 -2.61 1.69
H 3.93 -1.26 1.04
C 1.74 -3.68 -0.93
H 2.65 -4.28 -1.09
H 1.13 -3.70 -1.84
H 1.16 -4.11 -0.11
C 3.24 -1.45 -1.95
H 4.05 -2.18 -2.11
H 3.66 -0.46 -1.74
H 2.61 -1.38 -2.84
C -1.94 -2.71 -2.21
H -2.75 -2.48 -1.50
H -1.42 -3.61 -1.88
H -2.39 -2.89 -3.20
H -1.60 -0.17 -2.97
H 0.24 -1.65 -3.38
C 1.75 2.07 -1.64
C 3.00 4.16 -1.82
C 2.49 3.14 -1.04
C 1.55 2.10 -3.07
C 2.06 3.14 -3.82
C 2.79 4.17 -3.21
H 3.55 4.97 -1.34
H 2.63 3.10 0.04
H 0.97 1.28 -3.51
H 1.90 3.15 -4.90
H 3.19 4.98 -3.82
C -1.22 -2.50 1.75
O -0.98 -1.97 0.62
C -1.39 -1.77 3.03
H -1.53 -2.50 3.84
H -2.29 -1.12 3.01
H -0.54 -1.14 3.28
C -1.70 -3.92 1.76
H -1.14 -4.50 2.49
H -1.63 -4.39 0.77
H -2.76 -3.94 2.08
N -3.24 3.63 4.38
C -2.34 2.73 3.90
O -1.55 2.13 4.64
C -2.36 2.49 2.42
C -3.29 3.04 1.52
C -3.23 2.67 0.18
C -2.28 1.74 -0.25
N -1.40 1.19 0.63
C -1.40 1.59 1.93
H -3.24 3.81 5.37
H -3.92 4.11 3.81
H -4.04 3.75 1.85
H -3.92 3.09 -0.55
H -2.21 1.41 -1.29
H -0.62 1.16 2.56
*
```

Here are the Mulliken charges for atoms 1 to 8, given in e: -0.01 0.71 0.87 -0.13 -0.39 -1.32 0.42 0.35

# 6
Below is a 2-piece molecular cluster, C6H10O overall at a distorted geometry, with properties calculated with wB97M-V/def2-TZVPD.

SMILES: C=CC(=C)C=C.O
ΔE to the lowest compared entry with this formula, charge and spin: 139.5 kcal per mole

Geometry as ORCA input:
```
! wB97M-V def2-TZVPD RIJCOSX def2/J DEFGRID3
* xyz 0 1
C -0.16 1.70 -0.08
C -0.16 2.74 -0.89
C -2.20 0.31 -0.37
C -1.17 0.70 0.50
C -0.66 -0.42 1.39
C 0.49 -1.12 1.27
H 0.82 1.48 0.34
H -0.21 3.80 -0.53
H -0.36 2.69 -1.93
H -2.69 -0.65 -0.23
H -2.52 1.07 -1.15
H -1.46 -1.05 1.81
H 1.54 -0.77 0.90
H 0.57 -2.18 1.61
H 3.20 -3.35 -1.08
H 2.10 -2.36 -1.03
O 2.86 -2.59 -0.53
*
```

Here are the Mulliken charges for atoms 1 to 8, given in e: -0.38 -0.67 -0.73 0.66 -0.33 -0.67 0.22 0.20

# 7
Below is a 2-piece molecular cluster, C5H14 overall at a distorted geometry, with properties calculated with wB97M-V/def2-TZVPD.

SMILES: CCC.CC
ΔE to the lowest compared entry with this formula, charge and spin: 17.0 kcal per mole

Geometry as ORCA input:
```
! wB97M-V def2-TZVPD RIJCOSX def2/J DEFGRID3
* xyz 0 1
C -0.95 -0.08 1.24
C -2.05 0.69 0.54
C -1.34 -1.59 1.38
H -0.64 0.29 2.22
H -0.05 -0.12 0.62
H -2.60 1.31 1.26
H -1.76 1.48 -0.16
H -0.56 -2.29 1.06
H -2.84 0.11 0.08
H -2.27 -1.90 0.90
H -1.57 -1.71 2.44
C 2.35 0.83 -0.84
C 1.82 0.13 -2.09
H 3.25 1.38 -1.09
H 1.68 1.46 -0.23
H 2.51 0.10 -0.04
H 0.73 0.10 -2.07
H 2.08 0.69 -2.99
H 2.25 -0.86 -2.22
*
```

Here are the Mulliken charges for atoms 1 to 8, given in e: 0.33 -1.22 -1.08 0.42 -0.32 0.33 0.31 0.30

# 8
Below is C17H37N3O12 as an isolated structure at a distorted geometry, with properties calculated with wB97M-V/def2-TZVPD.

Geometry as ORCA input:
```
! wB97M-V def2-TZVPD RIJCOSX def2/J DEFGRID3
* xyz 0 1
C -3.53 -0.95 -2.36
O -2.34 -1.34 -1.68
C -2.18 -2.68 -1.41
O -2.95 -3.61 -1.61
O -0.88 -2.87 -1.07
C -0.22 -4.12 -1.25
H -4.43 -1.40 -1.96
H -3.31 -1.13 -3.41
H -3.56 0.14 -2.24
H 0.65 -4.25 -0.62
H -0.04 -4.41 -2.29
H -0.97 -4.87 -1.00
C -0.25 3.27 0.29
O -0.23 2.04 1.00
C -0.93 1.96 2.14
O -1.45 2.85 2.79
O -0.93 0.62 2.44
C -1.87 0.13 3.41
H 0.10 3.16 -0.73
H 0.47 3.91 0.80
H -1.24 3.71 0.31
H -1.59 0.51 4.40
H -1.77 -0.96 3.43
H -2.90 0.42 3.21
C 2.58 2.25 0.72
O 1.83 1.06 1.18
C 1.28 0.38 0.24
O 1.38 0.63 -0.97
O 0.67 -0.73 0.85
C 0.12 -1.76 0.09
H 2.00 3.17 0.56
H 3.15 2.16 -0.20
H 3.33 2.60 1.43
H -0.96 -1.70 0.15
H 0.36 -2.78 0.39
H 0.32 -1.61 -0.97
C 1.63 -1.74 3.26
C 1.13 -0.36 3.83
O 0.42 -0.30 4.83
N 1.59 0.79 3.27
C 1.41 2.16 3.71
H 1.86 -2.39 4.10
H 2.54 -1.68 2.66
H 0.87 -2.12 2.58
H 2.20 0.64 2.48
H 2.20 2.43 4.41
H 0.46 2.26 4.24
H 1.46 2.74 2.79
C 0.14 2.30 -2.62
C -1.08 1.90 -1.70
O -1.96 2.70 -1.69
N -1.01 0.73 -0.99
C -2.10 0.35 -0.13
H -0.23 2.99 -3.38
H 0.60 1.36 -2.92
H 0.84 2.85 -2.00
H -0.13 0.24 -0.95
H -3.13 0.63 -0.35
H -2.07 1.02 0.74
H -1.93 -0.67 0.19
O 0.44 -2.60 -4.17
C 1.35 -1.83 -3.89
N 2.49 -1.86 -4.49
C 1.12 -0.83 -2.87
H 3.30 -1.38 -4.12
H 2.59 -2.59 -5.18
H 0.90 0.10 -3.40
H 2.00 -0.61 -2.26
H 0.40 -1.05 -2.08
*
```

Here are the Mulliken charges for atoms 1 to 8, given in e: -1.03 -0.04 0.74 -0.62 -0.31 -0.99 0.33 0.32

Frontier orbital gap for every record listed, in sequence, given in eV: 10.054; 5.416; 8.583; 11.234; 5.206; 6.811; 12.199; 8.743.
Highest occupied orbital energy for every record listed, in sequence, given in eV: -9.0; -3.7; -11.4; -14.2; -5.9; -7.3; -11.1; -8.6.
M for every record listed, in sequence, given in g/mol: 122.2; 685.8; 560.6; 97.1; 572.0; 98.1; 74.2; 475.5.